Record 1
# C8H22CuN2O6S

C8H22CuN2O6S as an isolated structure at a distorted geometry (ωB97M-V with the def2-TZVPD basis set, OMol25).

Summary:
- HOMO (alpha / beta) (eV) = 2.57 / -0.98
- HOMO-LUMO gap (alpha / beta) (Eh) = 0.0766 / 0.2059
- charge = -2
- LUMO energy (alpha / beta) (eV) = 4.651 / 4.624
- 2S+1 = 2

Each line ends with the Mulliken spin population.
CARTESIAN COORDINATES (ANGSTROEM)
C  13.4385  4.9075  4.9816  0.7921
N  16.2303  5.5696  0.4338  -0.1243
H  12.9594  5.7583  2.9889  0.1400
H  16.6741  5.6232  -0.4719  0.0285
O  14.7530  1.4328  -2.4370  -0.0011
H  12.2740  6.4928  -1.9335  0.0098
C  16.8428  7.9489  0.1043  0.3025
H  16.0534  6.0410  6.6492  -0.5827
H  11.8385  7.7037  -0.9578  -0.0187
C  11.7988  4.0111  2.9611  0.1228
S  13.8606  2.2698  -1.6366  0.0162
H  13.4973  3.9637  5.5237  0.1560
C  12.1966  6.6786  -0.8622  0.1035
O  13.8726  3.6481  -2.0932  0.0048
O  13.3542  6.5176  -0.0338  -0.0382
H  14.2437  3.2701  3.1770  -0.0067
H  14.3581  8.2857  -0.3655  0.0414
C  15.0376  5.6478  6.6081  4.2887
H  15.1407  4.6078  3.0664  0.0335
H  11.5706  3.0259  3.3679  0.0194
O  14.1912  2.3338  -0.2152  -0.0204
H  11.3749  6.1096  -0.4273  -0.0010
H  16.4740  8.9743  0.1282  -0.0507
Cu  14.1034  4.4223  0.3531  0.3047
H  10.9050  4.4512  3.4034  -0.0711
C  15.7106  6.9832  0.4795  -0.7756
H  17.6793  8.0968  0.7873  -0.1332
C  13.1280  4.7781  3.4349  -0.8068
H  16.9281  5.2044  1.0660  0.0395
N  14.2672  4.1951  2.7721  -0.1689
H  14.3612  6.3224  7.1329  -0.5000
H  14.7167  6.9121  -1.4832  0.0181
H  15.3839  7.1980  1.4970  0.3017
C  14.4802  7.2068  -0.4608  0.1815
H  15.1249  4.6470  7.0312  -0.3887
O  12.5593  1.7449  -1.8176  -0.0016
H  11.5407  4.0632  1.9034  0.0408
O  14.7243  5.6232  5.2084  -2.2794
H  12.5759  5.4673  5.3430  -0.0305
H  17.1482  7.8294  -0.9352  0.0541

---

Record 2
# C25H23AsMnN2S2

C25H23AsMnN2S2 as an isolated structure at a distorted geometry (ωB97M-V with the def2-TZVPD basis set, OMol25).

Summary:
- HOMO (alpha / beta) (eV) = -14.24 / -14.20
- HOMO-LUMO gap (alpha / beta) (Eh) = 0.2180 / 0.2157
- charge = +2
- LUMO energy (alpha / beta) (eV) = -8.311 / -8.330
- 2S+1 = 2

Each line ends with the Mulliken spin population.
CARTESIAN COORDINATES (ANGSTROEM)
C  0.7629  2.2661  2.5073  -0.0458
H  -2.3668  -0.7340  5.0129  0.0010
S  -2.2049  0.6371  0.3648  0.0685
H  -0.8129  -1.3645  -4.7687  -0.0004
C  -0.0981  -4.6772  0.8232  -0.0008
H  -4.6000  0.2902  5.4265  0.0007
C  0.5813  1.6893  1.2539  -0.0724
C  -4.1378  0.3750  4.4544  0.0283
H  1.5286  3.9474  3.5812  -0.0008
H  -4.7024  1.7141  1.3904  0.0009
H  1.2798  -2.4547  -4.4937  0.0001
C  1.3719  3.5083  2.6086  -0.0060
H  2.1982  5.1747  1.5491  -0.0004
C  -2.2812  -2.9958  1.2775  0.0031
H  -1.5175  -0.5406  -3.4285  0.0013
Mn  -0.0952  0.0732  0.4127  1.0864
As  -0.5971  -0.8869  2.4671  -0.0696
N  1.2782  -2.1458  -3.5316  0.0007
H  2.0140  -0.5114  6.8391  0.0000
C  1.3407  -1.1147  6.2503  0.0000
H  -1.5421  -6.0601  0.0698  0.0002
C  1.0011  -0.7121  4.9656  0.0029
C  0.0990  -3.4353  1.4000  0.0026
H  -5.7442  1.5190  3.6165  0.0000
C  -0.9983  -2.6038  1.6399  0.0011
C  0.8196  -2.2844  6.7751  -0.0004
C  0.2894  -1.4112  -3.0460  0.0110
H  1.8541  4.1710  -0.6770  -0.0003
S  0.3650  -0.8856  -1.4459  -0.0180
C  -2.8943  -0.2034  4.2258  -0.0127
H  -0.4322  -3.9850  6.4222  -0.0002
C  0.9813  2.3810  0.1031  0.0017
H  0.7435  -5.3340  0.6553  -0.0001
C  -4.2055  1.1744  2.1809  0.0271
H  0.8140  1.9783  -0.9025  -0.0059
C  -1.3838  -5.0794  0.4880  0.0035
H  1.0844  -2.5944  7.7745  0.0000
H  -3.1197  -2.3341  1.4804  0.0026
H  -1.0796  -3.2798  4.1465  0.0006
H  -3.4664  -4.5598  0.4363  -0.0003
H  1.4339  0.1879  4.5449  -0.0001
C  0.1187  -1.4810  4.2125  -0.0065
C  -2.9640  0.5948  1.9496  0.0074
H  0.4128  1.7604  3.4055  -0.0042
C  -2.3080  -0.1094  2.9705  0.0110
H  2.0712  -2.4023  -2.9634  0.0001
C  -0.3998  -2.6696  4.7381  -0.0015
C  1.5660  3.6310  0.2125  0.0081
C  1.7607  4.1915  1.4656  -0.0148
C  -0.0391  -3.0653  6.0170  -0.0003
C  -4.7842  1.0610  3.4342  -0.0106
H  1.0909  -3.1067  1.7158  0.0002
C  -2.4697  -4.2417  0.7019  -0.0008
N  -0.7518  -1.0852  -3.7990  0.0017

---

Record 3
# C9H16N2O5S

A single C9H16N2O5S molecule at a distorted geometry (ωB97M-V with the def2-TZVPD basis set, OMol25).

Summary:
- HOMO (eV) = -8.85
- HOMO-LUMO gap (Eh) = 0.3405
- charge = 0
- LUMO energy (eV) = 0.414
- energy relative to the best compared isomer or geometry (same formula, charge and spin) (kcal/mol) = 1.0
- SMILES = CSCC[C@H](N)C(=O)N[C@@H](CC(=O)O)C(=O)O

Each line ends with the Löwdin charge.
CARTESIAN COORDINATES (ANGSTROEM)
H  2.4635  -1.5524  -1.0918  0.0691
H  0.7968  0.0308  -4.4591  0.0443
C  1.0914  0.7513  -0.1681  -0.2989
C  2.1368  -0.8418  -1.8735  -0.5187
C  -1.8756  -0.5844  1.0947  -0.0400
H  0.0755  -0.8079  -1.2597  0.1093
N  -0.9334  1.7719  1.0027  0.1056
C  -0.5484  0.3601  3.0213  -0.5036
O  -3.5779  -0.8893  2.7283  0.1041
H  1.6595  -1.0710  -5.5838  0.0266
H  2.9742  -0.1360  -2.0611  0.0908
H  -0.9824  -1.1406  0.7563  0.1196
H  -4.0385  -1.5872  3.2081  0.1291
N  1.2492  -0.0727  1.0154  0.0805
H  0.5702  0.5718  -2.2280  0.1002
O  -0.6050  -0.6795  3.6142  0.1408
C  -1.4652  0.6905  1.8356  -0.2151
H  1.8642  0.3278  1.7229  0.1035
H  -1.6209  2.4926  0.8401  0.1462
H  1.9752  1.3768  -0.3542  0.1544
C  1.7315  -0.5683  -4.6170  -0.4253
H  2.6009  0.1096  -4.6324  0.0411
C  -0.0466  1.7684  -0.0649  -0.4197
O  -0.1222  2.6531  -0.8972  0.0746
H  -2.4441  -0.3243  0.1893  0.1476
O  0.2503  1.3682  3.4143  0.1142
C  0.8763  -0.0935  -1.4311  -0.2123
H  -2.3592  1.1107  2.2888  0.1570
O  -2.6675  -2.7344  1.8239  0.1203
S  1.9292  -1.8530  -3.3598  0.7918
C  -2.7047  -1.5370  1.9157  -0.5232
H  1.6029  -1.0020  0.8166  0.0915
H  0.1442  2.0919  2.7936  0.0943

---

Record 4
# C18H14AsIN3O8PtS3

C18H14AsIN3O8PtS3 as an isolated structure (ωB97M-V with the def2-TZVPD basis set, OMol25).

Summary:
- HOMO (alpha / beta) (eV) = -4.94 / -6.16
- HOMO-LUMO gap (alpha / beta) (Eh) = 0.2557 / 0.2297
- charge = -1
- LUMO energy (alpha / beta) (eV) = 2.016 / 0.087
- 2S+1 = 5
- energy relative to the best compared isomer or geometry (same formula, charge and spin) (kcal/mol) = 0.0

Each line ends with the Mulliken spin population.
CARTESIAN COORDINATES (ANGSTROEM)
C  3.9540  -1.1000  -2.1057  0.0016
C  -4.0743  2.0259  4.4269  -0.0051
C  -2.1420  -2.3057  -0.3802  0.0075
C  3.0787  -2.0764  -1.6211  0.0049
H  2.8923  -3.9496  -0.6163  -0.0001
C  -1.8092  3.9317  2.1434  -0.0429
C  -3.9031  4.5980  3.1852  -0.0103
S  0.6084  3.1341  0.9458  0.7272
H  5.3152  -4.2648  -0.3065  0.0000
N  -1.6871  -3.5489  -0.6470  0.0042
O  3.5594  0.0062  -2.7558  -0.0022
N  -4.9486  1.7664  5.1268  -0.0036
H  -2.1496  -2.4168  1.7785  -0.0015
H  -1.0014  -3.6375  -1.3923  -0.0007
O  0.8344  -1.7322  -0.3748  0.1100
C  -2.9869  2.3425  3.5527  0.0031
N  -4.7076  5.3977  3.3713  0.0114
C  -0.9416  1.7059  2.4876  0.0412
C  -2.8908  3.6113  2.9597  0.0255
C  5.8213  -2.4257  -1.3077  0.0003
C  -2.0046  1.3847  3.3099  -0.0373
S  0.3980  0.6699  2.0527  0.7397
C  -1.6161  1.4931  -0.8232  0.2764
H  -2.4910  2.8915  -2.1876  -0.0119
H  -1.7463  4.9137  1.6959  -0.0199
Pt  0.1977  0.4083  -0.4179  1.5256
O  0.8909  -3.3366  -2.2005  0.0109
O  0.9199  -0.9171  -2.6138  0.0256
C  5.3302  -1.3069  -1.9459  -0.0026
C  4.9439  -3.3837  -0.8111  -0.0005
O  1.6544  1.7894  -3.0532  0.0016
S  1.3088  -2.0252  -1.7617  0.0027
O  2.2159  0.8023  -0.5447  0.2199
H  -1.6543  1.4820  -2.9181  -0.0038
C  -1.6201  2.2363  -2.1303  0.1427
H  -3.0340  -1.0355  1.0636  -0.0068
H  -1.6917  -4.2479  0.0744  0.0002
O  -2.5148  1.4378  -0.0461  0.2059
H  -0.6855  2.7824  -2.2410  -0.0017
As  2.9726  1.5385  -1.9034  0.0297
H  5.9941  -0.5496  -2.3422  0.0002
C  -0.8242  2.9843  1.9244  0.0207
H  -2.0828  0.4053  3.7607  -0.0197
C  3.5854  -3.2028  -0.9801  -0.0006
H  1.2694  0.9122  -3.2395  0.0042
H  6.8905  -2.5522  -1.1962  0.0000
O  -2.0159  -1.3662  -1.1509  0.0187
C  -2.7945  -2.0900  0.9668  0.0097
I  -4.6175  -3.1801  1.1884  0.0002